Entry 1:
72
Properties=species:S:1:pos:R:3:mulliken_charge:R:1 method="wB97M-V/def2-TZVPD" smiles=CO.CO.CO.CO.CO.CO.CO.CO.CO.CO.CO.CO gap_ev=10.26 homo_energy_ev=-9.875 de_lowest_kcal_mol=120.0 spin_multiplicity=1 largest_force_ev_per_a=1.7
H 0.655 -3.269 -0.388 0.256
H -1.038 -3.200 2.546 0.195
H -2.893 -4.388 3.473 0.300
O -0.656 -0.254 2.610 -0.357
C 0.563 3.892 -2.566 -0.141
H 3.251 1.685 1.338 0.113
H 5.095 1.363 -3.645 0.249
H 0.864 -1.515 2.599 0.102
H 3.399 -0.731 1.057 -0.267
H -0.859 2.679 2.158 0.049
H 1.533 -5.641 -0.754 0.276
H -3.696 -0.260 2.687 0.418
O 0.322 4.957 -1.673 -0.576
H -3.164 0.163 1.120 -0.105
O -4.632 -2.709 -1.274 -0.552
H -4.959 -2.022 -0.679 0.306
C 0.644 -0.601 3.140 -0.514
O -5.051 -0.501 1.130 -0.435
H -3.899 0.880 -2.238 0.241
H 1.320 -0.824 -0.040 -0.112
H 4.287 0.577 -0.656 0.199
H 0.206 -5.330 0.369 0.274
H 0.570 -0.919 4.180 0.347
H 4.518 2.610 0.489 0.346
O -2.614 -4.565 2.559 -0.570
H -5.842 -0.523 1.688 0.249
H -3.864 1.788 -0.670 0.199
H 4.278 2.128 -4.988 0.267
O 3.543 1.162 -0.689 -0.395
C -4.030 0.205 1.768 -0.528
O 3.679 -2.716 1.633 -0.487
C 1.250 -5.115 0.154 -0.683
C 3.540 2.119 0.347 -0.383
H -2.726 -3.283 -1.790 0.322
H -0.654 -0.496 0.686 -0.154
H -1.654 0.965 -1.302 0.101
O -2.059 1.661 -1.825 -0.417
H -0.913 2.486 0.408 0.049
H 4.586 3.038 -3.456 0.254
H 0.145 4.540 0.153 0.394
H 1.159 4.217 -3.430 0.268
C -3.470 1.700 -1.695 -0.608
H -2.730 -1.861 -0.793 -0.118
H -0.385 5.520 -2.031 0.282
H -3.822 2.593 -2.257 0.315
H -2.700 -2.493 2.013 0.024
C 4.166 -1.430 1.377 -0.162
H 3.140 -3.019 0.890 0.274
H 4.992 -1.474 0.653 0.364
O 1.430 -3.713 -0.026 -0.430
H -0.924 0.620 2.889 0.175
C 4.297 2.063 -3.889 -0.624
O 2.988 1.716 -3.432 -0.462
H 3.060 1.564 -2.459 0.353
H 1.754 -5.419 1.101 0.263
C -3.264 -2.343 -1.606 -0.254
H -3.238 -1.708 -2.510 0.274
C -0.938 3.234 1.223 -0.189
O 0.161 4.147 1.057 -0.594
H -1.775 -3.599 0.994 -0.073
H 0.724 -0.689 -1.720 0.375
C -2.018 -3.345 2.031 0.100
H -1.884 3.771 1.211 0.335
H 2.722 2.814 0.110 0.154
H 0.964 0.798 -0.731 -0.083
C 0.665 -0.263 -0.706 -0.293
O -0.670 -0.373 -0.277 0.483
H 4.630 -1.030 2.284 0.310
H 1.465 0.102 2.923 0.204
H -0.387 3.451 -2.859 0.212
H -4.307 1.244 2.019 0.406
H 1.149 3.168 -2.012 -0.112


Entry 2:
72
Properties=species:S:1:pos:R:3:mulliken_charge:R:1 method="wB97M-V/def2-TZVPD" gap_ev="9.26 / 2.23" homo_energy_ev="-12.005 / -11.932" charge=+1 de_lowest_kcal_mol=152.3 spin_multiplicity=2 largest_force_ev_per_a=2.9
C 0.181 0.177 -0.284 0.493
H -5.311 1.450 -1.282 0.262
H -1.394 1.162 -4.895 0.405
H -0.478 -0.785 -4.766 0.249
H 0.467 4.122 -0.213 0.269
O -1.541 -3.620 -3.618 -0.526
O -3.325 1.497 -1.010 -0.350
H 1.917 -4.840 0.621 0.322
C -1.329 -3.886 -2.254 -0.066
H -4.766 3.052 -0.712 0.275
H 1.513 -1.726 -2.399 0.082
O 3.160 1.977 -1.149 -0.158
O 1.435 0.290 0.263 -0.243
H -0.519 0.855 0.204 0.055
C 3.841 -0.614 4.089 -0.381
H 3.318 -0.266 4.979 0.307
H 2.789 -1.213 -1.213 0.144
H -1.056 -4.917 -2.029 0.325
H -1.506 -3.135 2.820 0.345
O -1.279 -0.751 -4.238 -0.443
H -3.365 3.255 1.140 0.150
H -1.696 -2.679 -3.731 0.351
H 1.733 2.818 -2.391 0.214
H -0.729 3.804 1.031 0.233
H -4.417 2.544 -2.354 0.296
H 0.095 0.535 -1.310 -0.473
H 3.583 -1.672 4.036 0.209
H 3.384 -0.027 3.292 0.092
C 2.635 -3.267 1.283 -0.280
H -1.123 3.544 -1.740 0.211
H 0.626 1.819 2.874 0.244
H 3.288 2.505 -3.117 0.362
H -4.042 2.235 2.483 0.398
H -2.229 -1.686 2.175 0.254
H -1.057 -2.517 1.211 -0.019
C -3.215 2.859 2.144 -0.349
H 1.055 1.034 4.372 0.316
C -1.494 0.595 -3.970 -0.302
O 2.818 -4.509 0.626 -0.528
H -3.768 4.558 3.089 0.314
H -2.600 2.125 -0.982 0.375
H -2.235 -3.597 -1.722 0.151
H 1.341 0.171 1.211 0.229
C -4.512 2.189 -1.327 -0.752
H -3.175 -2.795 0.449 0.268
O 3.352 -1.458 -3.301 -0.508
H 2.557 1.405 -0.669 0.414
O 5.241 -0.587 4.008 -0.543
H -0.183 -0.850 -0.314 0.044
H 2.715 -2.800 -1.818 0.460
O -2.971 4.035 2.969 -0.546
H -1.009 5.057 -0.239 0.358
O -1.199 3.131 -0.877 -0.336
H -2.482 0.759 -3.540 0.163
H -0.509 -3.254 -1.913 -0.173
C -1.883 -2.683 1.903 -0.309
H 5.702 -1.079 4.692 0.315
H -0.827 1.026 -3.223 -0.124
C 2.547 2.094 -2.432 -0.292
O 0.722 -0.254 2.766 -0.449
H -0.613 0.979 3.808 0.289
H 2.258 -3.397 2.298 0.308
H 1.911 -2.774 0.635 -0.135
H 2.191 1.121 -2.773 0.170
H 0.683 -0.943 3.434 0.226
C 0.427 0.939 3.486 -0.651
H 3.487 -2.590 1.349 0.300
H -2.405 2.130 2.103 0.009
H 4.273 -1.663 -3.123 0.330
O -2.969 -3.311 1.232 -0.534
C 2.567 -1.765 -2.126 -0.324
C -0.605 4.069 -0.019 -0.791


Entry 3:
25
Properties=species:S:1:pos:R:3:mulliken_charge:R:1 method="wB97M-V/def2-TZVPD" gap_ev="6.58 / 6.43" homo_energy_ev="-2.005 / -2.055" charge=-2 de_lowest_kcal_mol=0.0 spin_multiplicity=5 largest_force_ev_per_a=2.2
H 2.168 0.607 -3.079 0.372
O 2.279 0.648 4.804 -0.689
C 1.174 0.179 -3.102 -1.046
O 2.037 -1.455 -4.554 -0.677
C -0.745 -0.672 3.207 -0.928
C 0.114 0.605 -2.338 0.959
Cr -1.465 1.586 -0.110 0.519
H -2.244 -1.801 -3.256 0.352
C -0.931 0.280 2.256 0.843
C -1.339 -1.202 -3.226 -0.847
O 0.268 1.511 -1.432 -0.856
O -0.320 2.387 1.345 -0.751
C 1.033 1.623 3.105 -0.897
O -0.260 -2.910 -4.441 -0.675
O -2.188 0.276 -1.649 -0.784
H 1.631 2.525 3.075 0.383
C -0.246 -1.800 -3.932 0.410
C 1.302 0.610 4.074 0.441
H -1.305 -1.595 3.117 0.356
C 0.002 1.494 2.221 1.015
C 1.082 -0.956 -3.968 0.516
O -1.843 0.331 1.352 -0.898
O 0.654 -1.554 4.834 -0.663
C -1.219 -0.105 -2.412 1.026
C 0.362 -0.612 4.109 0.520


Entry 4:
29
Properties=species:S:1:pos:R:3:mulliken_charge:R:1 method="wB97M-V/def2-TZVPD" gap_ev="4.82 / 5.14" homo_energy_ev="-0.767 / -1.105" charge=-2 de_lowest_kcal_mol=0.0 spin_multiplicity=3 largest_force_ev_per_a=0.4
S -2.068 2.135 4.432 -0.222
N 1.428 0.003 -0.006 0.185
S -1.036 -0.159 -2.433 -0.438
C -2.971 3.617 4.139 0.566
C 5.621 0.011 -0.021 0.002
S -2.368 -2.192 -0.084 -0.395
H 1.485 -1.774 -1.014 0.333
C -2.992 -3.630 -4.114 0.566
N 6.771 0.013 -0.025 -0.518
C -1.877 1.629 2.756 0.181
H 4.002 1.898 1.012 0.404
O -3.338 4.378 5.013 -0.654
C -2.426 2.436 1.824 0.094
C 2.094 1.007 0.545 -0.290
Pd -1.340 -0.002 0.004 0.063
C 3.481 1.066 0.561 -0.642
C 3.481 -1.051 -0.588 -0.643
S -3.267 -3.880 -2.395 -0.214
S -2.096 -2.145 -4.416 -0.222
H 4.001 -1.882 -1.043 0.404
O -3.363 -4.393 -4.985 -0.654
C 4.175 0.008 -0.016 0.826
S -2.375 2.184 0.103 -0.396
C -1.894 -1.637 -2.742 0.181
C -2.432 -2.445 -1.804 0.094
H 1.486 1.781 1.001 0.333
C 2.093 -0.997 -0.563 -0.290
S -1.016 0.154 2.440 -0.438
S -3.261 3.868 2.422 -0.214